Record 1
Here is a structure of composition C32H71AsBrMgN4O8SSi4 at a distorted geometry from OMol25. Energies are from ωB97M-V/def2-TZVPD.

Geometry as ORCA input:
```
! wB97M-V def2-TZVPD RIJCOSX def2/J DEFGRID3
* xyz -1 1
Mg 0.776 -0.611 0.374
O -1.240 -0.142 3.173
S -0.127 0.451 2.458
O 0.384 1.661 3.120
O 1.020 -0.539 2.286
O -0.530 0.779 1.009
O 6.858 -2.939 0.593
C 5.523 -3.092 0.827
O 5.083 -4.169 1.096
C 4.745 -1.833 0.745
C 5.072 -0.626 1.332
N 4.088 0.232 1.035
N 3.137 -0.336 0.291
C 3.509 -1.592 0.114
C 2.579 -2.396 -0.766
O 3.028 -2.886 -1.797
O 1.368 -2.377 -0.363
H 7.028 -2.034 0.308
H 5.899 -0.348 1.966
H 3.953 1.180 1.352
C -3.851 -5.422 2.613
C -2.712 -4.618 1.963
C -1.711 -5.607 1.342
C -1.940 -3.872 3.071
Si -3.366 -3.412 0.633
Br -1.656 -2.038 0.195
C -4.754 -2.238 1.242
C -6.128 -2.926 1.208
C -4.827 -0.941 0.412
C -4.465 -1.783 2.684
C -3.740 -4.244 -1.061
C -4.699 -5.435 -0.909
C -4.377 -3.224 -2.019
C -2.458 -4.739 -1.760
H -3.424 -6.145 3.315
H -4.438 -5.976 1.876
H -4.533 -4.779 3.171
H -1.235 -6.179 2.144
H -0.925 -5.087 0.790
H -2.200 -6.319 0.675
H -1.516 -4.613 3.757
H -2.567 -3.203 3.651
H -1.119 -3.281 2.668
H -6.455 -3.130 0.186
H -6.872 -2.268 1.670
H -6.129 -3.871 1.756
H -5.006 -1.118 -0.646
H -3.906 -0.368 0.510
H -5.650 -0.328 0.796
H -4.556 -2.604 3.397
H -5.199 -1.021 2.965
H -3.472 -1.336 2.777
H -5.634 -5.153 -0.422
H -4.246 -6.241 -0.329
H -4.941 -5.835 -1.900
H -5.379 -2.933 -1.702
H -4.461 -3.672 -3.015
H -3.760 -2.327 -2.102
H -1.995 -5.573 -1.241
H -1.714 -3.947 -1.847
H -2.718 -5.078 -2.770
C -0.263 1.707 -5.456
C -0.450 0.253 -5.023
N 0.422 -0.144 -3.929
C 1.709 -0.757 -4.253
C 2.862 0.241 -4.379
C 0.122 0.150 -2.635
C -1.276 0.603 -2.311
N 0.963 0.048 -1.664
H -0.982 1.964 -6.236
H 0.742 1.868 -5.848
H -0.404 2.385 -4.614
H -0.236 -0.405 -5.867
H -1.489 0.084 -4.741
H 1.579 -1.299 -5.190
H 1.943 -1.500 -3.487
H 2.780 0.834 -5.291
H 3.811 -0.296 -4.399
H 2.875 0.928 -3.531
H -1.526 1.527 -2.834
H -1.334 0.781 -1.239
H -1.999 -0.167 -2.585
H 1.885 -0.248 -1.964
C 4.575 2.881 -1.064
Si 3.074 3.985 -0.707
C 2.121 3.825 -2.341
C 3.815 5.717 -0.750
As 1.761 2.778 0.859
Si 2.774 3.428 2.879
C 3.483 1.932 3.784
C 4.310 4.500 2.575
C 1.785 4.428 4.115
Si -0.077 4.246 0.877
C -1.163 3.913 -0.618
C -1.228 4.281 2.354
C 0.505 6.035 0.664
H 5.121 3.260 -1.933
H 4.243 1.863 -1.286
H 5.277 2.828 -0.227
H 2.798 3.825 -3.199
H 1.392 4.629 -2.481
H 1.569 2.879 -2.335
H 4.220 5.895 -1.748
H 4.626 5.824 -0.026
H 3.083 6.498 -0.532
H 4.538 1.750 3.555
H 2.905 1.034 3.550
H 3.401 2.086 4.863
H 4.999 4.058 1.848
H 4.855 4.641 3.513
H 4.035 5.489 2.195
H 0.815 3.952 4.267
H 1.619 5.455 3.782
H 2.307 4.451 5.074
H -1.778 3.030 -0.431
H -0.574 3.725 -1.518
H -1.822 4.765 -0.809
H -1.226 3.307 2.846
H -2.247 4.506 2.034
H -0.912 5.024 3.088
H 0.810 6.231 -0.367
H 1.361 6.255 1.308
H -0.300 6.729 0.919
*
```

Results
E_HOMO: -5.702 eV
HOMO-LUMO gap: 8.0 eV

=====

Record 2
Here is a structure of composition C27H30N10S4V at a distorted geometry from OMol25. Energies are from ωB97M-V/def2-TZVPD.

Geometry as ORCA input:
```
! wB97M-V def2-TZVPD RIJCOSX def2/J DEFGRID3
* xyz 2 2
V 1.003 0.502 0.427
C 0.959 2.335 4.449
C 1.391 2.093 3.153
N 0.590 1.532 2.248
C -0.667 1.234 2.655
C -1.057 1.443 3.974
N -0.253 1.986 4.873
C -1.590 0.881 1.570
C -2.975 0.913 1.587
C -3.676 0.948 0.381
C -2.950 1.098 -0.804
C -1.569 1.032 -0.765
N -0.938 0.771 0.398
C -0.611 1.466 -1.785
C -0.949 1.860 -3.076
N -0.091 2.468 -3.875
C 1.123 2.696 -3.380
C 1.510 2.253 -2.125
N 0.653 1.617 -1.324
C -5.154 0.951 0.356
C -5.840 0.270 -0.647
C -7.226 0.291 -0.637
N -7.948 0.935 0.271
C -7.286 1.584 1.222
C -5.904 1.623 1.317
H 1.618 2.811 5.163
H 2.400 2.330 2.837
H -2.052 1.163 4.299
H -3.523 0.968 2.517
H -3.474 1.326 -1.722
H -1.950 1.687 -3.455
H 1.822 3.242 -4.002
H 2.516 2.388 -1.757
H -5.316 -0.292 -1.408
H -7.779 -0.241 -1.402
H -7.891 2.111 1.950
H -5.442 2.196 2.108
C 6.827 -0.072 -3.154
C 6.286 0.090 -1.787
N 6.980 0.173 -0.697
N 6.060 0.328 0.285
C 4.804 0.353 -0.160
S 3.471 0.500 0.924
N 4.936 0.200 -1.498
N 3.881 0.224 -2.409
H 7.891 -0.278 -3.080
H 6.694 0.837 -3.743
H 6.345 -0.903 -3.669
H 6.347 0.408 1.249
H 3.518 -0.719 -2.524
H 4.246 0.550 -3.298
C -1.706 -2.940 1.643
C -0.475 -2.847 2.528
S 0.887 -1.704 2.120
C 2.105 -2.729 1.279
C 1.845 -3.009 -0.191
S 1.321 -1.557 -1.168
C -0.209 -2.157 -1.948
C -1.451 -2.288 -1.079
S -1.509 -3.725 0.026
H -2.187 -1.969 1.519
H -2.426 -3.559 2.183
H 0.004 -3.823 2.621
H -0.777 -2.557 3.536
H 2.200 -3.673 1.818
H 3.042 -2.189 1.419
H 1.045 -3.738 -0.300
H 2.744 -3.415 -0.655
H 0.055 -3.106 -2.420
H -0.393 -1.454 -2.764
H -2.314 -2.318 -1.747
H -1.563 -1.410 -0.452
*
```

Results
Expectation value of S²: 0.8735
E_HOMO (spin up / spin down): -13.712 / -12.228 eV
HOMO-LUMO gap (spin up / spin down): 7.5 / 6.0 eV

=====

Record 3
Here is the molecule C5H8N2 at a distorted geometry from OMol25. Energies are from ωB97M-V/def2-TZVPD.

Geometry as ORCA input:
```
! wB97M-V def2-TZVPD RIJCOSX def2/J DEFGRID3
* xyz 0 1
C 1.667 0.137 -0.827
C 0.714 0.338 0.323
C -1.115 0.160 -0.936
C -0.288 0.110 -1.982
N 0.866 -0.016 -2.379
N -0.487 -0.499 0.172
C -1.324 -0.609 1.354
H 2.026 -0.894 -0.796
H 2.487 0.868 -0.770
H 1.455 -0.022 1.058
H 0.455 1.391 0.557
H -1.806 0.981 -0.767
H -1.725 0.367 1.684
H -0.756 -1.047 2.183
H -2.168 -1.266 1.127
*
```

Results
E_HOMO: -8.066 eV
SMILES string: CN1C=C=NCC1
HOMO-LUMO gap: 8.5 eV